# 1
ORCA calculation (ωB97M-V/def2-TZVPD) on a 7-piece molecular cluster, C18H42Cl4N3O18 overall in a non-equilibrium geometry.

Its total energy is -4069.0994 hartree. Its net charge is -3. As for the HOMO energy: -1.678 eV. The calculation puts the LUMO energy at 3.3 eV. As for the HOMO-LUMO gap: 0.184 Eh.

Atoms and positions in Å:
N -1.13 17.97 21.00
H -1.94 18.25 21.53
H -0.94 16.98 21.02
H -0.30 18.52 21.18
H -1.54 18.13 20.10
Cl -3.56 24.46 23.35
O -4.02 24.74 24.69
O -4.68 24.33 22.51
O -2.80 25.59 22.92
O -2.71 23.33 23.21
Cl 3.15 23.17 20.62
O 4.44 23.34 20.06
O 3.19 23.57 21.98
O 2.29 23.97 19.86
O 2.64 21.83 20.59
Cl -7.78 17.43 22.79
O -8.55 17.55 21.63
O -6.68 18.17 22.29
O -8.41 18.36 23.72
O -7.52 16.11 23.23
Cl -4.18 21.50 16.45
O -5.41 21.43 17.13
O -3.50 22.70 16.85
O -3.42 20.38 16.90
O -4.35 21.40 15.03
C -1.78 10.21 18.52
C -1.20 11.07 19.70
C -0.32 10.19 20.54
C 1.04 10.08 19.92
C 1.69 11.45 19.88
C 0.90 12.47 19.01
N -0.57 12.37 19.32
O -1.40 13.25 18.60
C 1.45 13.86 19.33
C 1.16 12.26 17.49
C -2.47 11.29 20.55
H -0.91 10.05 17.87
H -2.49 10.78 17.92
H -2.11 9.27 18.95
H -0.28 10.36 21.61
H -0.77 9.20 20.47
H 1.14 9.55 18.97
H 1.69 9.43 20.50
H 2.68 11.30 19.46
H 2.00 11.82 20.86
H 0.88 14.70 18.93
H 1.29 13.91 20.41
H 2.52 14.06 19.19
H 0.86 13.14 16.91
H 2.15 12.03 17.10
H 0.51 11.50 17.04
H -3.17 11.89 19.97
H -2.19 11.84 21.45
H -3.09 10.43 20.81
H -1.54 12.82 17.75
C -3.63 17.34 28.62
C -2.27 16.56 28.73
C -1.74 16.59 30.22
C -2.32 15.46 31.00
C -2.16 14.13 30.37
C -2.68 13.98 28.92
N -2.09 15.17 28.29
O -2.23 15.12 26.95
C -2.08 12.71 28.28
C -4.27 13.84 28.86
C -1.16 17.45 27.98
H -4.36 17.15 29.40
H -4.12 17.08 27.68
H -3.49 18.42 28.57
H -0.67 16.44 30.30
H -2.02 17.52 30.73
H -3.35 15.78 31.11
H -1.80 15.48 31.95
H -2.88 13.48 30.86
H -1.14 13.79 30.51
H -1.00 12.76 28.39
H -2.44 11.78 28.73
H -2.31 12.68 27.22
H -4.90 14.68 29.13
H -4.62 13.47 27.89
H -4.68 13.04 29.49
H -0.19 16.98 27.84
H -1.05 18.45 28.41
H -1.53 17.68 26.98
H -3.18 15.03 26.85

***

# 2
ORCA calculation (ωB97M-V/def2-TZVPD) on a 6-piece molecular cluster, C18H42N6O6 overall in a non-equilibrium geometry.

The expectation value of S² is 0.751. Its total energy is -1490.9740 hartree. Its net charge is -1. As for the HOMO energy (spin up / spin down): 0.462 / -7.229 eV. The calculation puts the LUMO energy (spin up / spin down) at 1.9 / 1.9 eV. As for the HOMO-LUMO gap (spin up / spin down): 0.054 / 0.335 Eh. Its multiplicity is 2.

Atoms and positions in Å:
C 0.45 5.83 -0.58
C 1.01 5.20 0.64
O 0.80 5.76 1.73
N 1.90 4.31 0.53
C 2.50 3.64 1.71
H 0.86 5.35 -1.47
H 0.72 6.88 -0.60
H -0.64 5.79 -0.50
H 2.17 3.96 -0.38
H 1.66 3.58 2.40
H 3.28 4.15 2.27
H 2.79 2.65 1.38
C 3.09 4.25 -3.26
C 2.27 3.06 -3.72
O 1.66 3.19 -4.74
N 2.45 1.88 -3.07
C 1.90 0.52 -3.51
H 2.45 4.57 -2.44
H 3.37 4.99 -4.02
H 4.01 3.75 -2.97
H 3.31 1.78 -2.56
H 0.85 0.40 -3.25
H 2.36 -0.33 -3.00
H 2.08 0.54 -4.58
C -2.80 -1.41 3.63
C -3.17 -2.92 3.65
O -2.31 -3.77 3.52
N -4.43 -3.09 4.09
C -5.06 -4.44 4.22
H -2.84 -1.05 2.60
H -1.83 -1.15 4.05
H -3.65 -0.89 4.09
H -5.08 -2.34 4.28
H -4.54 -5.09 4.92
H -4.97 -4.89 3.23
H -6.12 -4.58 4.45
C 5.17 -0.50 -1.21
C 5.89 -1.66 -0.49
O 5.23 -2.72 -0.22
N 7.12 -1.52 0.05
C 8.06 -0.45 -0.45
H 4.17 -0.72 -1.58
H 5.81 -0.24 -2.05
H 5.18 0.25 -0.42
H 7.48 -2.24 0.66
H 7.93 -0.03 -1.45
H 8.92 -1.13 -0.52
H 8.27 0.32 0.29
C -0.75 -1.25 -1.38
C 0.46 -1.17 -0.40
O 1.56 -1.13 -0.80
N 0.08 -1.04 0.88
C 0.98 -0.73 1.98
H -1.69 -1.27 -0.84
H -0.60 -2.22 -1.86
H -0.79 -0.45 -2.12
H -0.91 -1.09 1.10
H 0.46 -0.88 2.93
H 1.39 0.28 1.93
H 1.82 -1.42 2.01
C -8.59 -2.98 -0.59
C -7.45 -2.02 -0.98
O -7.67 -0.86 -1.21
N -6.24 -2.43 -0.84
C -4.95 -1.62 -0.73
H -8.36 -4.03 -0.40
H -9.19 -3.00 -1.50
H -9.22 -2.47 0.14
H -6.10 -3.43 -0.75
H -4.77 -0.98 -1.59
H -4.07 -2.23 -0.52
H -5.12 -1.04 0.18

***

# 3
ORCA calculation (ωB97M-V/def2-TZVPD) on C18H43Cl2F5OP2PrTe as an isolated structure in a non-equilibrium geometry.

The expectation value of S² is 2.005. Its total energy is -3674.5552 hartree. Its net charge is -1. As for the HOMO energy (spin up / spin down): -3.928 / -3.895 eV. The calculation puts the LUMO energy (spin up / spin down) at 1.2 / 1.2 eV. As for the HOMO-LUMO gap (spin up / spin down): 0.188 / 0.187 Eh. Its multiplicity is 3.

Atoms and positions in Å:
Pr -0.31 -0.21 0.35
Cl 1.14 -1.21 -1.74
P -1.84 1.07 -1.88
C -2.31 -0.24 -3.12
C -3.47 1.74 -1.26
C -1.03 2.42 -2.88
C -2.23 -1.64 -2.49
H -1.50 -0.15 -3.88
C -3.66 -0.03 -3.81
H -4.49 -0.22 -3.11
H -3.74 -0.77 -4.62
H -3.78 0.96 -4.26
H -1.18 -1.91 -2.31
H -2.66 -2.37 -3.19
H -2.77 -1.70 -1.53
H -0.17 1.87 -3.33
C -0.48 3.55 -1.99
C -1.92 2.96 -4.01
H -2.09 2.22 -4.80
H -1.41 3.82 -4.47
H -2.89 3.31 -3.62
H -0.30 3.23 -0.96
H -1.16 4.42 -1.99
H 0.49 3.88 -2.39
C -4.18 0.72 -0.36
H -4.08 1.89 -2.16
C -3.31 3.07 -0.52
H -4.31 -0.27 -0.84
H -5.18 1.10 -0.12
H -3.65 0.56 0.59
H -2.56 2.99 0.29
H -4.27 3.34 -0.06
H -3.03 3.89 -1.19
Cl -1.02 1.64 2.15
H 1.04 1.47 -0.08
P 2.61 -0.77 1.15
C 4.19 -0.30 0.29
C 2.78 -0.21 2.92
C 2.54 -2.64 1.06
C 4.05 1.07 -0.39
H 4.29 -1.08 -0.48
C 5.44 -0.32 1.18
H 5.43 0.50 1.91
H 6.31 -0.17 0.53
H 5.58 -1.27 1.71
H 3.31 1.04 -1.20
H 5.03 1.35 -0.81
H 3.74 1.85 0.33
H 2.57 -2.81 -0.03
C 1.20 -3.22 1.56
C 3.78 -3.28 1.70
H 4.68 -3.06 1.12
H 3.65 -4.37 1.71
H 3.92 -2.95 2.73
H 0.56 -2.49 2.09
H 1.38 -4.05 2.27
H 0.61 -3.61 0.72
C 2.80 1.33 2.97
H 3.75 -0.61 3.25
C 1.68 -0.77 3.83
H 3.72 1.75 2.55
H 2.75 1.65 4.02
H 1.94 1.76 2.44
H 0.68 -0.38 3.57
H 1.89 -0.45 4.86
H 1.65 -1.86 3.83
F -1.52 -1.96 3.52
Te -2.89 -2.43 2.28
F -3.89 -3.17 3.73
F -2.06 -4.12 2.04
F -4.27 -2.85 1.04
F -3.71 -0.76 2.64
O -1.88 -1.72 0.90

***

Q: What is the net charge in the second record?
A: -1

***

Q: net charge of number 3 (C18H43Cl2F5OP2PrTe)?
A: -1

***

Q: Which of these has the lowest net charge?
A: C18H42Cl4N3O18